{"formula": "C16H15Cl2N4O3RuS", "method": "ωB97M-V/def2-TZVPD", "lumo_energy_ev": [-9.82, -11.44], "s_squared": 6.04, "total_charge": 3, "orbital_gap_ev": [7.463, 6.727], "total_energy_ha": -2475.94153, "spin_multiplicity": 5, "homo_ev": [-17.3, -18.2], "species": ["Ru", "Cl", "C", "C", "C", "Cl", "C", "O", "C", "C", "O", "C", "H", "H", "H", "S", "C", "N", "C", "C", "C", "C", "H", "H", "H", "H", "H", "C", "N", "C", "C", "O", "N", "C", "N", "H", "H", "H", "H", "H", "H", "H"], "positions_angstrom": [[-0.0280, -0.1276, -0.2676], [2.5864, 5.6380, -4.1340], [1.7538, 4.4998, -3.2338], [0.4019, 4.7005, -2.9213], [-0.2779, 3.7501, -2.2091], [-1.9068, 3.9571, -1.8050], [0.3761, 2.5204, -1.7862], [-0.3130, 1.6342, -1.2051], [1.7790, 2.3728, -2.0737], [2.5453, 1.2239, -1.6030], [2.1146, 0.3035, -0.9162], [2.4352, 3.3358, -2.7856], [-0.1018, 5.6025, -3.2429], [3.6036, 1.2005, -1.8881], [3.4885, 3.2256, -3.0185], [-0.5478, -1.2887, -2.1545], [-1.4458, -2.7928, -1.9562], [-0.8566, -3.8798, -1.4084], [-1.4272, -5.0966, -1.3931], [-2.6754, -5.2734, -1.9411], [-3.3208, -4.1762, -2.4946], [-2.7013, -2.9279, -2.5045], [0.0699, -3.7793, -1.0087], [-0.8594, -5.8991, -0.9436], [-3.1304, -6.2534, -1.9398], [-4.3048, -4.2855, -2.9330], [-3.1818, -2.0675, -2.9476], [0.6397, 0.3844, 5.5269], [0.4446, 0.1230, 4.0973], [0.3315, -1.2238, 3.5501], [0.1368, -0.8933, 2.1083], [0.0044, -1.6617, 1.1026], [0.1291, 0.4181, 1.8956], [0.3308, 1.0131, 3.1251], [0.3965, 2.3179, 3.2754], [0.1434, -0.3969, 6.0970], [0.1898, 1.3349, 5.8069], [1.6985, 0.3899, 5.7811], [-0.5263, -1.7625, 3.9602], [1.2268, -1.8279, 3.7155], [0.2351, 2.9299, 2.4929], [0.5434, 2.7380, 4.1802]], "atomic_forces_ev_per_a": [[-0.1, -0.7, -0.3], [0.1, 0.1, 0.0], [0.0, 0.0, 0.0], [0.1, 0.0, 0.0], [-0.1, -0.1, 0.1], [0.0, 0.0, 0.0], [-0.1, 0.0, -0.1], [-0.1, 0.0, 0.0], [-0.1, -0.2, 0.2], [0.0, -0.1, 0.0], [-0.1, -0.1, 0.1], [0.2, 0.2, -0.1], [0.0, 0.0, 0.0], [0.0, 0.0, 0.0], [0.0, 0.0, 0.0], [0.2, 0.9, 0.1], [0.1, 0.0, 0.3], [0.0, 0.0, 0.0], [0.0, 0.0, 0.0], [-0.1, 0.0, -0.1], [0.0, 0.0, 0.0], [-0.1, 0.0, 0.0], [0.0, 0.0, 0.0], [0.0, 0.0, 0.0], [0.0, 0.0, 0.0], [0.0, 0.0, 0.0], [0.0, 0.0, 0.0], [0.1, 0.0, 0.0], [-0.1, -0.1, 0.1], [0.0, -0.1, 0.0], [0.0, 0.0, 0.0], [0.0, 0.1, -0.1], [0.1, 0.0, 0.0], [0.0, 0.1, 0.1], [0.0, 0.0, 0.0], [0.0, 0.0, 0.0], [0.0, 0.0, 0.0], [0.0, 0.0, 0.0], [0.0, 0.0, 0.0], [0.0, 0.0, 0.0], [0.0, 0.0, 0.0], [0.0, 0.0, 0.0]], "mulliken_spin": [2.612, 0.125, 0.249, -0.092, 0.162, 0.053, 0.114, 0.214, 0.063, -0.007, 0.109, 0.104, -0.001, 0.006, -0.003, 0.322, -0.024, 0.003, -0.003, 0.008, -0.007, 0.020, 0.002, 0.000, 0.000, 0.000, -0.002, 0.000, 0.005, 0.006, -0.042, -0.018, 0.017, 0.000, 0.001, 0.000, 0.000, 0.000, 0.002, 0.002, -0.001, 0.000]}